Record 1
C26H30F5N6SbScSe5 as an isolated structure at a distorted geometry. Source: OMol25; level of theory: ωB97M-V/def2-TZVPD.

Structure (XYZ):
```
74
Properties=species:S:1:pos:R:3:forces:R:3
Sc -0.6242 0.0034 1.6931 -0.733 -0.293 -0.826
C -0.7684 -3.3683 0.6775 -0.133 -0.214 -0.405
N -1.3458 -3.0082 -0.6265 0.550 -0.183 0.255
C -0.8460 -3.8414 -1.7321 -0.208 -0.033 0.287
C -1.9017 -1.8152 -0.8370 -0.052 0.070 -0.143
N -1.7806 -0.7983 0.0087 -0.303 0.198 0.294
C -2.9140 0.0795 0.0677 0.246 0.126 -0.058
C -4.1482 -0.4710 0.3020 -0.264 -0.046 -0.038
C -5.3296 0.2905 0.2189 0.063 -0.140 0.022
C -5.2631 1.5983 -0.1549 0.041 0.075 -0.038
C -4.0086 2.2258 -0.3634 0.027 -0.034 0.037
C -3.9627 3.5700 -0.8176 -0.050 -0.065 0.054
C -2.7622 4.1701 -1.0426 0.224 -0.033 0.021
C -1.5633 3.5069 -0.7038 -0.106 0.142 -0.097
C -1.5639 2.2364 -0.1690 0.236 -0.170 -0.145
N -0.3837 1.6565 0.3356 -0.262 0.743 0.305
C 0.5714 2.5031 0.8268 -0.484 -0.005 -0.227
N 1.8336 2.2738 0.5417 0.452 -0.057 -0.353
C 2.1790 1.4410 -0.6284 -0.131 0.083 0.205
C 2.9227 2.5797 1.4730 0.007 -0.107 -0.163
N 0.2690 3.5658 1.6265 -0.119 0.207 0.026
C 1.0103 4.8147 1.5003 -0.026 -0.129 0.060
C -0.9979 3.7018 2.3304 0.160 0.065 -0.062
C -2.8026 1.4998 -0.1414 -0.092 0.012 0.040
N -2.6251 -1.6931 -2.0001 0.036 0.136 -0.094
C -3.6011 -2.6941 -2.3711 0.077 0.034 -0.118
C -2.7017 -0.4318 -2.7128 -0.015 -0.095 0.027
H -0.7949 -4.4550 0.7686 -0.055 0.018 -0.030
H -1.3588 -2.9429 1.4774 -0.135 0.178 0.196
H 0.2679 -3.0531 0.7533 0.133 0.114 -0.050
H 0.2369 -3.9031 -1.6399 0.129 0.053 -0.022
H -1.1077 -3.4071 -2.6913 0.044 0.047 0.026
H -1.2681 -4.8483 -1.6591 -0.045 0.074 0.006
H -4.1996 -1.5304 0.5234 -0.018 -0.005 0.007
H -6.2863 -0.1774 0.4222 0.064 0.004 -0.030
H -6.1648 2.1859 -0.2908 0.056 -0.023 0.009
H -4.8954 4.0914 -1.0027 0.048 -0.046 0.002
H -2.7198 5.1748 -1.4485 0.027 -0.040 0.041
H -0.6157 4.0238 -0.8194 -0.085 -0.015 -0.004
H 1.5717 1.7408 -1.4840 0.037 -0.008 0.087
H 2.0201 0.3812 -0.4362 -0.023 -0.030 0.049
H 3.2341 1.5778 -0.8397 0.088 0.055 -0.004
H 2.5150 2.8079 2.4530 -0.028 0.003 0.039
H 3.5375 3.4094 1.1136 -0.062 -0.003 0.002
H 3.5539 1.6901 1.5419 -0.022 -0.029 0.027
H 1.6863 4.7666 0.6510 0.007 -0.027 -0.009
H 1.5927 5.0445 2.3941 -0.004 -0.017 0.038
H 0.2981 5.6264 1.3328 -0.031 0.009 -0.012
H -1.5208 2.7581 2.4173 -0.042 -0.155 -0.025
H -1.6542 4.4087 1.8188 -0.021 0.040 -0.034
H -0.8017 4.0621 3.3391 0.035 0.035 0.073
H -3.4906 -3.5724 -1.7423 -0.020 -0.016 0.017
H -3.4788 -2.9968 -3.4154 0.012 -0.004 0.014
H -4.6139 -2.2952 -2.2460 -0.035 0.029 0.010
H -1.8952 0.2249 -2.3958 0.022 -0.032 0.004
H -3.6571 0.0782 -2.5517 -0.026 0.010 0.023
H -2.5841 -0.6213 -3.7827 -0.019 -0.038 -0.001
F 1.1555 0.0264 8.1073 0.013 -0.005 0.013
C 0.3197 -0.0514 7.0706 0.168 -0.002 0.255
C 0.5388 0.7072 5.9435 0.144 0.131 -0.034
F 1.5886 1.5261 5.8839 -0.007 0.019 -0.065
C -0.3501 0.6025 4.8998 0.136 0.056 0.014
F -0.0946 1.3471 3.8012 0.007 0.366 -0.252
C -1.4593 -0.2140 4.9035 -0.257 -0.084 -0.136
Se -2.6268 -0.2810 3.3822 -0.163 -0.047 0.408
C -1.6506 -0.9548 6.0563 -0.106 -0.160 0.108
F -2.6974 -1.7774 6.1810 -0.048 0.001 -0.089
C -0.7749 -0.8857 7.1240 -0.109 -0.125 0.095
F -0.9810 -1.6207 8.2207 -0.053 -0.014 0.002
Se 2.5235 -2.2242 -1.2873 -0.024 -0.063 0.033
Sb 3.5355 -2.0571 0.9315 0.044 -0.112 -0.275
Se 1.4699 -0.8256 2.1916 1.186 -0.432 0.658
Se 3.6994 -4.0810 2.2168 -0.028 0.099 -0.078
Se 5.2594 -0.3607 1.0747 -0.076 -0.095 0.031
```
Positions in Å, forces in eV/Å.

As for the energy above the lowest of the compared OMol25 structures with the same formula, charge and spin: 197.1 kJ/mol. As for the charge: -1.

Mulliken population analysis, charges in e, atoms 1 to 5:
1 Sc 0.00
2 C -0.90
3 N 0.19
4 C -1.12
5 C -0.18


Record 2
C26H30FN7O4RuS2 as an isolated structure. Source: OMol25; level of theory: ωB97M-V/def2-TZVPD.

Structure (XYZ):
```
71
Properties=species:S:1:pos:R:3:forces:R:3
Ru -3.3100 1.4438 -1.2816 0.130 0.394 -0.443
F 0.7430 -4.3475 -1.1114 -0.009 0.022 0.028
C 1.0810 -3.0662 -0.8451 0.061 -0.097 0.004
C 0.0894 -2.1359 -0.7568 -0.136 -0.003 -0.100
C 0.3958 -0.8112 -0.4448 -0.029 0.127 0.016
C -0.6732 0.1857 -0.3399 -0.014 -0.011 -0.308
O -1.8187 -0.1219 -0.7522 -0.132 -0.215 0.247
C -0.3041 1.4312 0.2313 0.131 -0.130 0.179
C 1.0217 1.7048 0.3869 0.155 0.012 -0.040
N 2.0307 0.8635 0.0701 -0.013 -0.035 -0.082
C 3.3952 1.3571 0.0877 -0.114 -0.081 0.069
C 4.1825 1.3001 -1.1883 0.074 0.009 -0.033
C 3.6828 2.6148 -0.6719 -0.060 0.049 -0.012
C 1.7329 -0.4523 -0.2505 0.106 0.149 0.134
C 2.7374 -1.4191 -0.3712 0.091 0.087 -0.068
C 2.4323 -2.7349 -0.6566 0.070 -0.122 -0.077
N 3.5005 -3.6747 -0.7550 -0.070 0.014 0.103
C 4.3635 -3.8314 0.4122 -0.049 -0.021 -0.077
C 5.8020 -4.0194 -0.0889 0.013 -0.077 -0.121
N 5.7231 -4.5612 -1.4961 -0.089 -0.038 0.093
C 4.6706 -5.6331 -1.5837 0.084 0.137 -0.005
C 3.2956 -4.9603 -1.4208 0.087 0.084 0.012
C -1.2536 2.4668 0.8079 -0.141 0.152 -0.140
O -0.8612 3.0381 1.8140 -0.096 0.058 -0.034
O -2.3764 2.6569 0.2173 0.147 -0.076 0.331
H -0.9415 -2.4218 -0.9237 0.027 0.018 0.029
H 1.3221 2.6704 0.7718 -0.030 -0.003 0.008
H 3.9133 1.2002 1.0257 0.002 -0.039 0.012
H 3.6901 0.8860 -2.0585 -0.021 0.030 0.022
H 5.2405 1.0855 -1.1129 -0.021 0.007 -0.004
H 2.8535 3.0695 -1.1982 0.038 -0.007 0.000
H 4.3858 3.3126 -0.2402 -0.009 -0.037 0.005
H 3.7732 -1.1259 -0.2585 -0.045 -0.021 0.008
H 4.0511 -4.6867 1.0226 0.005 -0.021 0.007
H 4.3157 -2.9505 1.0437 -0.028 0.025 0.012
H 6.3631 -4.7371 0.5051 0.018 -0.005 0.014
H 6.3559 -3.0852 -0.1418 -0.008 0.032 0.006
H 6.6320 -4.8973 -1.8103 0.011 -0.027 0.015
H 5.4355 -3.7922 -2.1043 -0.004 0.014 -0.022
H 4.8920 -6.3396 -0.7876 -0.006 -0.027 0.028
H 4.7686 -6.1407 -2.5389 -0.003 -0.008 -0.028
H 2.6469 -5.6408 -0.8669 -0.012 -0.029 0.027
H 2.8464 -4.7872 -2.3956 -0.037 0.022 -0.021
S -4.7235 2.0510 -3.1182 -0.120 -0.068 0.126
C -3.9608 3.5704 -2.9102 -0.170 0.265 -0.117
C -4.8193 4.7318 -2.8794 0.234 -0.196 0.034
N -5.5223 5.6413 -2.8535 0.018 -0.035 0.012
C -2.5698 3.7387 -2.8380 -0.067 0.531 0.045
S -1.4669 2.4664 -2.8868 0.185 -0.315 0.119
C -2.0465 5.0827 -2.6936 -0.170 -0.322 -0.027
N -1.6053 6.1371 -2.5711 0.014 -0.038 -0.009
C -4.4901 -0.9334 1.2021 -0.076 -0.001 0.128
N -4.2003 0.2460 2.0053 0.213 -0.159 0.049
C -2.9502 0.1621 2.7620 -0.115 0.049 0.000
C -4.5964 1.4560 1.4947 -0.092 0.417 -0.150
O -4.9135 1.5724 0.2797 -0.002 -0.397 0.090
N -4.6683 2.5083 2.3165 -0.030 0.079 0.081
C -4.7678 2.4076 3.7656 0.038 0.000 -0.097
C -4.8589 3.8506 1.7690 0.002 -0.132 0.112
H -4.2425 -1.8113 1.7977 -0.054 0.003 0.032
H -3.9043 -0.9770 0.2838 0.117 0.004 -0.096
H -5.5456 -0.9727 0.9468 -0.022 0.049 -0.016
H -2.1748 -0.2969 2.1383 -0.017 0.004 0.025
H -3.0767 -0.4419 3.6616 -0.014 -0.028 -0.002
H -2.6040 1.1509 3.0460 0.012 0.062 -0.007
H -4.9679 1.3830 4.0633 0.016 -0.046 -0.017
H -5.5980 3.0321 4.0975 -0.010 -0.002 -0.007
H -3.8598 2.7620 4.2576 0.030 -0.010 -0.037
H -4.5370 3.8814 0.7380 0.004 -0.037 -0.078
H -4.2477 4.5479 2.3400 0.003 -0.010 0.032
H -5.9087 4.1409 1.8412 0.001 0.018 -0.021
```
Positions in Å, forces in eV/Å.

The multiplicity is 6. As for the energy above the lowest of the compared OMol25 structures with the same formula, charge and spin: 58.7 kJ/mol. As for the charge: +1.

Mulliken population analysis, charges in e, atoms 1 to 5:
1 Ru 0.50
2 F -0.35
3 C 0.37
4 C -0.63
5 C 0.61


Record 3
C26H30FNO3ReS5Te as an isolated structure. Source: OMol25; level of theory: ωB97M-V/def2-TZVPD.

Structure (XYZ):
```
68
Properties=species:S:1:pos:R:3:forces:R:3
Re 1.0181 -0.8641 0.4823 0.077 -0.344 -0.042
C 4.1662 -1.7272 1.2365 0.012 -0.012 -0.020
C 3.8164 -2.4194 -0.0733 0.017 0.017 0.017
S 2.7913 -1.2372 -1.0051 -0.047 0.042 0.024
C 2.1490 -2.1784 -2.4306 0.002 0.022 0.015
C 0.8464 -2.8767 -2.1160 0.006 0.026 0.024
S -0.3241 -1.6977 -1.3215 -0.141 -0.048 0.043
C -1.4759 -2.9182 -0.5661 0.013 -0.004 0.037
C -1.2425 -3.0927 0.9340 0.006 -0.016 -0.011
S 0.5537 -3.1095 1.1854 -0.022 0.001 -0.013
C 0.7907 -2.9860 2.9716 -0.001 0.026 -0.003
C 2.2430 -2.5852 3.1760 0.005 0.000 -0.003
S 2.7076 -1.1141 2.1651 0.080 0.061 -0.009
H 4.7722 -0.8390 1.0543 -0.004 0.003 -0.001
H 4.7284 -2.3822 1.9006 0.005 0.008 -0.001
H 3.2596 -3.3426 0.0916 -0.002 0.005 -0.013
H 4.7270 -2.6346 -0.6332 0.006 0.000 0.012
H 2.9052 -2.8793 -2.7833 0.000 -0.012 0.028
H 2.0106 -1.4229 -3.2049 0.014 -0.018 -0.022
H 1.0002 -3.7044 -1.4248 -0.005 -0.020 -0.009
H 0.3726 -3.2501 -3.0236 -0.004 0.015 -0.004
H -1.3410 -3.8555 -1.1043 -0.017 0.008 -0.019
H -2.4880 -2.5672 -0.7560 0.003 0.015 0.012
H -1.6869 -4.0248 1.2833 0.003 -0.002 -0.006
H -1.6414 -2.2511 1.4986 -0.005 -0.002 0.000
H 0.5946 -3.9477 3.4446 -0.012 0.007 0.011
H 0.1078 -2.2305 3.3551 0.014 0.007 0.002
H 2.9166 -3.3966 2.9000 -0.002 0.005 -0.011
H 2.4270 -2.3288 4.2174 0.004 -0.010 0.002
C -1.9884 5.9383 2.1338 0.025 0.007 0.000
C -1.7208 5.1009 3.3748 0.006 0.011 0.007
C -2.9226 5.1107 4.3028 -0.004 0.003 -0.014
C -2.6661 4.2575 5.5295 0.006 0.008 0.008
C -2.3288 2.8550 5.1166 0.006 0.019 -0.024
C -2.6432 1.7840 5.9203 0.013 -0.014 0.010
C -2.3178 0.4902 5.5244 -0.012 0.006 0.023
F -2.6431 -0.5231 6.3276 0.003 0.002 -0.008
C -1.6795 0.2351 4.3452 0.002 -0.026 -0.014
C -1.3459 1.3066 3.5084 -0.021 0.024 -0.027
C -0.6329 1.0340 2.2662 -0.052 0.138 0.025
O -0.3645 -0.1684 1.9855 -0.009 -0.116 -0.119
C -0.3106 2.1709 1.4777 -0.004 0.036 -0.034
C -0.7157 3.4301 1.9074 -0.054 -0.012 0.013
N -1.3679 3.6772 3.0249 -0.012 -0.020 -0.029
C -1.6854 2.6144 3.8860 0.022 0.026 0.013
C 0.4088 2.1261 0.1979 -0.239 -0.090 0.281
O 0.4236 3.2144 -0.4864 -0.072 -0.062 0.284
O 1.0008 1.1146 -0.2453 0.169 0.212 -0.006
H -2.3794 6.9013 2.4583 0.000 0.000 0.000
H -2.7399 5.4668 1.4981 0.000 0.003 -0.001
H -1.0977 6.1475 1.5435 -0.002 0.004 0.004
H -0.8555 5.5000 3.9111 -0.002 -0.025 0.019
H -3.8046 4.7558 3.7618 0.000 -0.010 0.007
H -3.1132 6.1440 4.5901 -0.001 0.002 -0.012
H -3.5293 4.2505 6.1934 -0.007 -0.006 -0.010
H -1.8320 4.6764 6.1011 -0.008 0.000 0.013
H -3.1476 1.9344 6.8663 -0.001 0.000 -0.001
H -1.4434 -0.7771 4.0573 0.000 0.003 0.000
H -0.4869 4.2783 1.2834 0.000 0.009 0.003
Te 1.5924 3.1335 -2.1735 0.270 -0.095 -0.404
C 1.1199 5.0527 -2.6414 -0.090 0.138 -0.046
C 0.1141 5.4686 -3.4884 0.126 -0.067 0.063
C 0.0892 6.8667 -3.6470 0.044 0.110 0.044
C 1.0710 7.4877 -2.9193 -0.057 0.048 -0.035
S 2.0277 6.3903 -2.0501 -0.054 -0.039 -0.066
H -0.5654 4.7864 -3.9784 0.004 -0.010 -0.001
H -0.6130 7.3957 -4.2733 0.004 0.011 0.001
H 1.2749 8.5461 -2.8671 -0.006 -0.005 -0.006
```
Positions in Å, forces in eV/Å.

The value obtained for the total energy is -3725.917147 Eh. The multiplicity is 2. As for the charge: +2.

Mulliken population analysis, charges in e, atoms 1 to 5:
1 Re 1.36
2 C -0.93
3 C -0.61
4 S -0.01
5 C -0.82


Number 1 is which compound?
C26H30F5N6SbScSe5


Which of these has the lowest charge?
C26H30F5N6SbScSe5


Look up the charge of the first one.
-1


charge of number 3 (C26H30FNO3ReS5Te)?
+2